ORCA calculation (ωB97M-V with the def2-TZVPD basis set) on C26H35N6OReS3 as an isolated structure.

The geometry in XYZ format:
```
72
Properties=species:S:1:pos:R:3
Re 1.66 0.09 0.73
N 1.96 -0.40 3.07
C 3.27 0.14 3.47
C 3.41 1.53 2.87
N 3.21 1.44 1.39
H 1.22 0.02 3.62
H 1.89 -1.41 3.18
H 4.05 -0.52 3.09
H 3.39 0.21 4.55
H 4.38 1.96 3.10
H 2.63 2.19 3.25
H 4.05 1.08 0.96
H 3.08 2.37 0.98
C -2.76 -4.69 -0.17
N -1.86 -3.58 -0.41
N -0.78 -3.34 0.41
C -0.12 -2.24 -0.05
O 0.93 -1.83 0.55
C -0.80 -1.80 -1.20
C -1.86 -2.66 -1.39
C -2.91 -2.65 -2.45
C -0.57 -4.01 1.65
C 0.04 -5.25 1.67
C 0.25 -5.89 2.89
C -0.15 -5.27 4.06
C -0.74 -4.01 4.04
C -0.96 -3.38 2.82
H -2.96 -4.78 0.89
H -2.35 -5.63 -0.54
H -3.70 -4.48 -0.68
H -0.54 -0.95 -1.80
H -2.66 -1.89 -3.19
H -3.88 -2.40 -2.03
H -2.98 -3.61 -2.95
H 0.35 -5.71 0.74
H 0.72 -6.86 2.92
H 0.01 -5.77 5.01
H -1.05 -3.54 4.96
H -1.42 -2.40 2.77
C 3.57 -0.67 -1.63
C 2.66 0.49 -2.08
C 2.03 0.13 -3.43
C 3.47 1.78 -2.23
C 1.58 0.72 -1.04
H 4.40 -0.82 -2.32
H 3.00 -1.60 -1.56
H 4.02 -0.48 -0.64
H 2.80 -0.04 -4.19
H 1.39 0.94 -3.78
H 1.43 -0.78 -3.36
H 4.21 1.68 -3.03
H 4.01 2.02 -1.31
H 2.82 2.62 -2.46
H 0.75 1.32 -1.44
S 0.09 6.23 -0.57
C -0.40 4.73 -0.13
S 0.63 3.57 0.70
C -0.64 2.37 0.62
N -1.71 2.79 0.06
N -1.59 4.10 -0.33
C -2.70 4.67 -1.03
C -3.21 5.90 -0.65
C -4.29 6.43 -1.34
C -4.86 5.72 -2.39
C -4.35 4.48 -2.75
C -3.27 3.95 -2.08
S -0.44 0.78 1.32
H -2.76 6.44 0.17
H -4.69 7.39 -1.05
H -5.71 6.14 -2.92
H -4.80 3.93 -3.57
H -2.86 2.99 -2.34
```

Results
- spin multiplicity = 2
- total charge = +1
- ΔE to the lowest compared entry with this formula, charge and spin (kcal per mole) = 8.4
- E_HOMO (spin up / spin down) (eV) = -9.614 / -9.764
- DFT total energy (a.u.) = -2688.124057
- E_LUMO (spin up / spin down) (hartree) = -0.087 / -0.093
- HOMO-LUMO gap (spin up / spin down) (eV) = 7.3 / 7.2

=====

ORCA calculation (ωB97M-V with the def2-TZVPD basis set) on a 4-piece molecular cluster, C26H35NO12 overall.

The geometry in XYZ format:
```
74
Properties=species:S:1:pos:R:3
O 4.31 -0.57 -0.47
C 3.73 -1.08 -1.40
C 2.31 -0.79 -1.62
C 1.60 -1.28 -2.64
C 0.17 -0.99 -2.81
C -0.77 -1.99 -3.06
C -2.10 -1.62 -3.18
N -2.58 -0.38 -3.07
C -1.68 0.58 -2.85
C -0.32 0.31 -2.73
C 2.30 -2.17 -3.62
O 1.75 -2.54 -4.62
C 3.70 -2.53 -3.34
C 4.42 -2.03 -2.33
C 5.84 -2.34 -2.01
C 6.83 -1.95 -3.12
C 6.47 -0.81 -3.99
O 6.42 -2.25 -4.40
H 1.83 -0.14 -0.90
H -0.47 -3.02 -3.15
H -2.82 -2.40 -3.39
H -2.03 1.60 -2.75
H 0.36 1.13 -2.53
H 4.16 -3.21 -4.04
H 6.15 -1.74 -1.17
H 6.00 -3.40 -1.84
H 7.87 -2.05 -2.86
H 5.49 -0.35 -3.92
H 7.12 -0.51 -4.79
C 7.36 3.15 4.44
C 8.07 3.79 3.26
O 8.23 2.87 2.17
C 7.13 2.65 1.44
O 6.06 3.16 1.61
O 7.44 1.76 0.50
C 6.33 1.37 -0.32
H 7.88 2.24 4.74
H 7.34 3.84 5.28
H 6.34 2.87 4.18
H 9.08 4.08 3.54
H 7.55 4.68 2.92
H 5.83 2.24 -0.75
H 5.62 0.78 0.26
H 6.73 0.75 -1.12
C -4.74 0.36 -0.59
C -5.65 1.21 -1.44
O -6.44 2.10 -0.64
C -5.80 3.17 -0.17
O -4.66 3.46 -0.38
O -6.66 3.87 0.57
C -6.09 5.02 1.21
H -5.32 -0.17 0.18
H -4.22 -0.37 -1.20
H -4.00 0.97 -0.07
H -6.36 0.58 -1.97
H -5.09 1.77 -2.19
H -5.59 5.66 0.48
H -5.38 4.71 1.98
H -6.91 5.56 1.67
C -5.05 -4.06 4.46
C -6.47 -4.38 4.06
O -7.34 -3.25 4.19
C -7.23 -2.33 3.24
O -6.50 -2.37 2.28
O -8.07 -1.33 3.52
C -8.00 -0.23 2.61
H -5.03 -3.64 5.47
H -4.44 -4.95 4.44
H -4.61 -3.32 3.80
H -6.89 -5.14 4.71
H -6.52 -4.76 3.04
H -8.12 -0.56 1.58
H -7.05 0.29 2.74
H -8.81 0.45 2.87
```

Results
- ΔE to the lowest compared entry with this formula, charge and spin (kcal per mole) = 6.4
- E_HOMO (eV) = -9.974
- DFT total energy (a.u.) = -1969.315130
- E_LUMO (hartree) = -0.064
- HOMO-LUMO gap (eV) = 8.2

=====

ORCA calculation (ωB97M-V with the def2-TZVPD basis set) on a 2-piece molecular cluster, C26H35NO4S overall.

The geometry in XYZ format:
```
67
Properties=species:S:1:pos:R:3
C 2.74 -2.73 -2.58
H 1.69 -2.44 -2.28
H 2.65 -3.80 -2.79
H 2.81 -2.32 -3.68
C 3.94 -2.30 -1.93
C 3.70 -0.91 -1.18
C 3.99 -0.57 0.25
C 3.48 0.56 0.54
C 2.97 1.53 -0.26
C 2.84 1.38 -1.60
C 2.99 -0.02 -1.93
H 2.93 -0.29 -3.11
H 2.60 2.13 -2.43
C 2.53 2.92 0.46
O 3.15 3.35 1.23
C 1.48 3.61 -0.11
H 1.06 4.38 0.47
H 1.77 4.21 -1.04
O 0.26 2.65 -0.66
C -0.04 2.70 -1.74
O 0.25 3.45 -2.74
C -0.95 1.44 -1.96
N -1.31 0.70 -0.89
C -0.62 -0.47 -0.60
O -0.23 -1.21 -1.81
C -0.89 -1.07 0.56
C 0.72 -1.15 1.12
C 0.33 -2.00 2.57
C -0.33 -1.21 3.59
C -1.79 -1.04 2.91
C -2.49 -2.57 2.65
C -1.45 -3.35 1.59
C -0.10 -3.35 2.33
H 0.72 -3.91 1.56
H -0.02 -3.92 3.24
C -1.56 -2.56 0.47
H -2.44 -2.54 -0.23
H -0.68 -2.96 -0.10
H -1.87 -4.31 1.57
H -2.47 -3.15 3.77
H -3.32 -2.30 2.31
C -1.68 -0.40 1.82
H -2.66 -0.33 1.15
H -1.21 0.66 1.71
H -2.51 -0.71 3.55
H -0.06 -0.06 3.59
H -0.42 -1.60 4.42
H 1.57 -1.85 2.90
H 0.86 -0.27 1.30
H 1.25 -1.85 0.62
H -1.65 1.22 -0.23
C -2.30 1.97 -2.91
C -3.50 2.52 -2.03
H -4.08 3.04 -2.44
H -3.70 1.75 -1.33
S -2.77 3.74 -0.47
C -4.26 3.93 0.07
H -4.66 2.99 0.63
H -5.10 4.40 -0.51
H -4.09 4.92 1.15
H -1.95 2.86 -3.65
H -2.63 1.27 -3.44
H -0.45 0.86 -2.91
H 3.80 0.81 1.80
H 4.27 -1.30 0.78
H 4.85 -2.25 -2.26
H 4.04 -2.92 -0.86
```

Results
- ΔE to the lowest compared entry with this formula, charge and spin (kcal per mole) = 594.0
- E_HOMO (eV) = -8.691
- DFT total energy (a.u.) = -1764.783210
- E_LUMO (hartree) = 0.011
- HOMO-LUMO gap (eV) = 9.0

=====

ORCA calculation (ωB97M-V with the def2-TZVPD basis set) on C26H35O2Pd as an isolated structure.

The geometry in XYZ format:
```
64
Properties=species:S:1:pos:R:3
O -0.31 -2.92 1.43
C -1.39 -3.04 0.49
C -2.42 -3.47 1.58
H -1.21 -3.84 -0.23
H -1.47 -2.04 0.03
C -1.19 -3.07 2.60
H -2.56 -4.57 1.45
H -3.39 -2.91 1.51
C -0.18 -3.89 3.41
H 0.08 -4.90 2.99
H -0.54 -4.00 4.43
H 0.77 -3.32 3.46
C -1.65 -1.74 3.29
H -2.61 -1.37 2.82
H -0.87 -0.93 3.22
H -2.01 -1.91 4.36
Pd -0.49 1.62 -0.13
C -2.67 2.39 0.57
C -2.48 2.47 -0.84
C -2.38 1.12 -1.35
H -2.47 3.37 -1.45
C -2.58 0.24 -0.26
C -2.68 1.01 0.93
H -2.85 0.62 1.93
H -2.91 3.22 1.23
H -2.23 0.82 -2.38
H -2.73 -0.83 -0.35
C 0.51 3.05 1.35
C -0.03 2.27 2.45
C 0.68 1.04 2.50
H -0.80 2.60 3.16
C 1.41 0.90 1.26
C 1.46 2.21 0.66
H 2.13 2.55 -0.11
H 0.38 4.10 1.13
H 0.79 0.44 3.41
H 1.91 0.03 0.85
O 1.48 -2.75 -0.71
C 1.54 -4.21 -0.62
C 2.07 -4.86 -1.94
H 0.50 -4.55 -0.45
H 2.08 -4.59 0.28
C 2.17 -3.65 -2.91
H 1.39 -5.65 -2.33
H 3.02 -5.38 -1.81
C 1.63 -2.42 -2.13
H 1.58 -3.81 -3.81
H 3.19 -3.42 -3.29
H 0.59 -2.15 -2.45
H 2.31 -1.54 -2.26
C 0.38 2.10 -1.85
C 0.73 3.56 -1.85
C 1.95 3.89 -2.49
C 2.40 5.21 -2.54
C 1.65 6.22 -1.91
C 0.47 5.90 -1.20
C 0.00 4.59 -1.22
H -0.28 1.84 -2.69
H 1.28 1.46 -1.86
H 2.50 3.05 -2.93
H 3.33 5.43 -3.09
H 2.02 7.26 -1.98
H -0.07 6.71 -0.67
H -0.94 4.39 -0.68
```

Results
- spin multiplicity = 5
- total charge = +1
- ΔE to the lowest compared entry with this formula, charge and spin (kcal per mole) = 34.6
- E_HOMO (spin up / spin down) (eV) = -9.564 / -11.350
- DFT total energy (a.u.) = -1289.462486
- E_LUMO (spin up / spin down) (hartree) = -0.077 / -0.228
- HOMO-LUMO gap (spin up / spin down) (eV) = 7.5 / 5.1

=====

ORCA calculation (ωB97M-V with the def2-TZVPD basis set) on C26H36AuNOSi as an isolated structure.

The geometry in XYZ format:
```
66
Properties=species:S:1:pos:R:3
C -2.71 -1.45 1.21
C -3.09 -0.16 0.83
C -2.44 0.18 -0.38
H -3.83 0.47 1.33
C -1.60 -0.90 -0.77
C -1.80 -1.97 0.21
H -1.10 -1.02 -1.73
C 0.58 -0.08 3.19
C -0.44 0.86 3.47
C -0.34 1.95 2.56
H -1.15 0.82 4.30
C 0.74 1.72 1.68
C 1.33 0.43 2.04
H -2.62 1.09 -0.96
H -1.52 -3.01 0.04
H -3.06 -2.00 2.09
H 2.34 0.12 1.76
H -0.94 2.85 2.58
H 0.85 -0.96 3.77
Au 0.07 -0.96 0.87
C 1.27 2.59 0.58
C 2.71 2.99 0.93
C 0.40 3.85 0.42
H 2.70 3.54 1.89
H 3.11 3.63 0.14
H 3.35 2.10 1.03
H 0.37 4.40 1.36
H -0.62 3.58 0.11
H 0.86 4.48 -0.35
C 1.24 1.76 -0.74
C 1.83 2.45 -1.98
H 0.19 1.49 -0.96
H 1.79 0.81 -0.62
O 2.64 3.37 -1.93
N 1.41 1.98 -3.20
C 0.46 0.93 -3.52
H 1.91 2.39 -3.98
C -0.97 1.43 -3.59
C -1.98 0.54 -3.99
H -1.69 -0.47 -4.28
C -3.31 0.94 -3.99
H -4.09 0.22 -4.28
C -3.65 2.25 -3.64
H -4.70 2.57 -3.65
C -2.65 3.16 -3.30
H -2.89 4.20 -3.05
C -1.30 2.76 -3.30
H -0.51 3.47 -3.07
H 0.53 0.10 -2.79
H 0.73 0.52 -4.50
C -0.46 -4.33 2.40
Si 1.30 -3.99 1.82
C 2.28 -3.60 3.38
C 1.96 -5.48 0.87
C 1.47 -2.54 0.64
H -0.46 -5.19 3.08
H -1.13 -4.57 1.56
H -0.90 -3.48 2.94
H 2.47 -4.52 3.95
H 3.25 -3.13 3.15
H 1.72 -2.92 4.04
H 1.35 -5.68 -0.02
H 2.99 -5.31 0.53
H 1.96 -6.39 1.49
H 2.44 -2.03 0.71
H 1.32 -2.83 -0.42
```

Results
- spin multiplicity = 3
- ΔE to the lowest compared entry with this formula, charge and spin (kcal per mole) = 0.0
- E_HOMO (spin up / spin down) (eV) = -6.605 / -7.256
- DFT total energy (a.u.) = -1567.388936
- E_LUMO (spin up / spin down) (hartree) = 0.023 / -0.085
- HOMO-LUMO gap (spin up / spin down) (eV) = 7.2 / 5.0

=====

ORCA calculation (ωB97M-V with the def2-TZVPD basis set) on C26H36AuNOSi as an isolated structure.

The geometry in XYZ format:
```
66
Properties=species:S:1:pos:R:3
C -1.61 -1.02 1.46
C -2.31 -1.17 0.23
C -1.54 -1.94 -0.66
H -3.33 -0.81 0.03
C -0.28 -2.29 0.00
C -0.33 -1.66 1.33
H 0.28 -3.20 -0.21
C -0.34 2.37 0.09
C -1.67 2.36 -0.37
C -1.71 1.77 -1.67
H -2.53 2.76 0.16
C -0.39 1.42 -2.04
C 0.48 1.80 -0.94
H -1.84 -2.26 -1.67
H 0.41 -1.85 2.11
H -2.01 -0.57 2.37
H 1.58 1.91 -0.98
H -2.59 1.65 -2.30
H 0.05 2.77 1.04
Au 1.19 -0.56 -0.11
C 0.15 0.79 -3.30
C 1.15 1.80 -3.90
C -0.96 0.46 -4.30
H 0.59 2.71 -4.15
H 1.63 1.40 -4.80
H 1.92 2.06 -3.15
H -1.48 1.38 -4.60
H -1.68 -0.26 -3.88
H -0.51 0.01 -5.20
C 0.84 -0.56 -2.84
C 2.00 -1.17 -3.61
H 0.08 -1.34 -2.69
H 1.37 -0.29 -1.85
O 3.03 -0.50 -3.72
N 1.86 -2.52 -3.94
C 1.60 -3.52 -2.86
H 2.64 -2.80 -4.53
C 0.23 -4.14 -2.90
C -0.14 -5.09 -1.93
H 0.58 -5.39 -1.17
C -1.42 -5.62 -1.93
H -1.72 -6.33 -1.16
C -2.34 -5.24 -2.92
H -3.36 -5.66 -2.93
C -1.96 -4.33 -3.91
H -2.66 -4.02 -4.70
C -0.66 -3.79 -3.91
H -0.32 -3.10 -4.69
H 1.78 -3.05 -1.87
H 2.35 -4.31 -3.01
C 0.78 0.44 3.65
Si 2.42 0.79 2.77
C 2.59 2.67 2.65
C 3.82 0.18 3.91
C 2.80 -0.02 1.10
H 0.80 0.97 4.62
H 0.65 -0.63 3.86
H -0.09 0.80 3.08
H 2.91 3.04 3.64
H 3.36 2.93 1.91
H 1.65 3.17 2.39
H 3.72 -0.91 4.06
H 4.79 0.39 3.44
H 3.76 0.69 4.88
H 3.45 0.61 0.47
H 3.31 -0.99 1.24
```

Results
- spin multiplicity = 3
- ΔE to the lowest compared entry with this formula, charge and spin (kcal per mole) = 37.6
- E_HOMO (spin up / spin down) (eV) = -7.477 / -7.386
- DFT total energy (a.u.) = -1567.329078
- E_LUMO (spin up / spin down) (hartree) = 0.025 / -0.077
- HOMO-LUMO gap (spin up / spin down) (eV) = 8.1 / 5.3